(w)
Density functional theory data (ωB97M-V with the def2-TZVPD basis set) for a molecular structure, C3H3N3.

The highest occupied orbital energy comes out at -10.650 eV.

```
! wB97M-V def2-TZVPD RIJCOSX def2/J DEFGRID3
* xyz 0 1
C 0.6885 0.4937 -0.2287
C -1.0647 0.0460 0.7577
C -0.6944 -0.9776 -0.2266
H 2.4300 0.7149 -0.8738
H -1.8709 0.0333 1.5925
H -1.1914 -1.9450 -0.3973
N 1.7520 1.2205 -0.3833
N -0.2370 0.9680 0.7641
N 0.1878 -0.5538 -1.0047
*
```

=====

(x)
Density functional theory data (ωB97M-V with the def2-TZVPD basis set) for C3H3N3 in the gas phase.

The highest occupied orbital energy comes out at -8.995 eV. Its structure (SMILES) is C1#CNN=NC1.

```
! wB97M-V def2-TZVPD RIJCOSX def2/J DEFGRID3
* xyz 0 1
C -0.1652 -0.2059 -1.2055
C 0.2496 -1.1985 -0.5887
C -0.4057 1.0805 -0.6402
N -0.2193 0.8241 0.8268
N 0.0671 -0.1668 1.4033
N 0.3335 -1.5275 0.7132
H 0.4016 1.8214 -0.7115
H -1.4791 1.2894 -0.7796
H 1.2175 -1.9168 0.9822
*
```

=====

Least stable structure among those shown: (x).